[1]
Density functional theory data (ωB97M-V/def2-TZVPD) for a cluster of 8 separate species, C9H34O8 in total in a non-equilibrium geometry.

Structure (XYZ):
```
51
Properties=species:S:1:pos:R:3:forces:R:3:lowdin_charge:R:1
C 11.036 10.949 7.456 0.7401 -0.6319 -0.8191 -0.033
C 10.088 9.798 7.370 -0.0495 -2.3985 0.6425 -0.431
C 9.600 9.250 6.059 0.7004 1.3106 -0.6509 -0.049
O 10.813 8.696 8.051 0.2532 0.7750 -0.5010 -0.108
H 11.092 11.181 8.490 0.2023 0.6607 0.9077 0.079
H 10.869 11.817 6.845 -0.6051 0.3337 -0.1763 0.083
H 12.024 10.582 7.165 -0.0034 0.0818 -0.0478 0.067
H 9.213 9.953 7.955 -0.7833 0.5660 0.7776 0.126
H 10.486 9.042 5.460 -0.1188 -0.0902 -0.4177 0.084
H 8.978 10.024 5.589 0.1581 -0.2461 -0.2391 0.091
H 8.999 8.364 6.155 -0.1334 -0.2617 0.2629 0.051
H 10.232 8.094 8.537 -0.0984 0.0848 0.2693 0.060
C 5.766 5.918 13.771 -0.0883 -1.3567 -1.9153 -0.056
C 6.835 5.809 12.640 1.1936 0.2087 2.5344 -0.438
C 6.317 5.952 11.259 -0.6197 -0.0782 -0.3770 -0.085
O 7.809 6.878 13.078 -0.5249 -0.7901 -2.1798 -0.101
H 6.314 5.905 14.699 -0.3299 -0.0457 0.4776 0.069
H 4.915 5.180 13.683 1.2669 0.2723 0.2965 0.095
H 5.284 6.843 13.567 -0.2677 1.1577 0.3625 0.056
H 7.412 4.850 12.715 -0.5479 0.6078 -0.0202 0.138
H 5.603 6.768 11.103 0.0511 -0.1202 0.1956 0.095
H 5.894 5.006 10.928 -0.5499 -0.0907 0.2238 0.089
H 7.105 6.064 10.560 1.0728 0.4634 -0.5684 0.032
H 8.360 7.086 12.278 -0.5498 -0.2973 1.0133 0.069
C 5.487 6.370 5.891 0.1543 0.7906 -0.7263 -0.058
C 5.861 7.412 6.979 0.8177 -2.2367 -0.3394 -0.484
C 6.892 6.740 7.870 0.6884 0.6573 1.6243 -0.077
O 6.447 8.567 6.413 -1.5771 1.6550 0.6775 -0.060
H 4.953 5.539 6.313 -0.9664 -0.0947 0.3386 0.062
H 6.365 5.825 5.532 0.3702 0.6253 -0.1534 0.076
H 4.972 6.814 5.000 0.2372 -0.4193 0.9261 0.090
H 5.016 7.654 7.623 -0.3138 0.1485 -0.2993 0.134
H 7.037 7.293 8.824 -0.2946 -0.1036 -0.5283 0.073
H 7.908 6.730 7.467 -0.2596 -0.1678 -0.5465 0.078
H 6.620 5.731 8.171 -0.1222 -0.1492 -0.1947 0.078
H 5.850 9.287 6.752 1.2424 -0.6517 -0.8721 0.120
O 12.281 8.638 11.172 0.4383 0.8960 -1.5335 -0.037
H 13.075 8.179 11.407 0.6803 -0.7191 0.8629 0.040
H 12.595 8.964 10.290 -0.8799 -0.0017 0.7716 0.050
O 11.687 5.024 9.349 0.2217 -0.7611 1.1754 -0.081
H 12.617 5.238 9.582 -0.2794 0.3349 -0.5595 0.011
H 11.474 4.322 9.997 -0.1076 0.4090 -0.6063 0.065
O 13.591 8.803 8.221 -0.7733 -0.4024 0.4526 -0.060
H 13.721 9.164 7.357 0.9127 0.4906 -0.8728 0.041
H 12.623 8.656 8.130 -0.3592 -0.1951 0.5225 0.022
O 14.116 6.221 9.159 0.9581 -0.2935 -1.6085 -0.090
H 14.492 5.783 8.346 -0.5513 0.3790 1.3855 0.087
H 14.038 7.142 8.826 -0.1480 -0.1285 0.2792 0.005
O 10.113 7.195 10.330 -1.2130 -0.7237 -0.5341 -0.054
H 10.730 6.482 10.131 0.0138 -0.5856 -0.4472 -0.001
H 10.641 7.728 10.900 0.7419 1.1321 0.7546 -0.011
```
Positions in Å, forces in eV/Å.

- Energy above the lowest of the compared OMol25 structures with the same formula, charge and spin: 61.3 kJ/mol
- Calculated total energy: -965.1936 a.u.
- SMILES: CC(C)O.CC(C)O.CC(C)O.O.O.O.O.O
- Orbital gap: 10.285 eV
- Net charge: 0


[2]
Density functional theory data (ωB97M-V/def2-TZVPD) for a structure of composition C9H35B2BaNO15P3 in a non-equilibrium geometry.

Structure (XYZ):
```
66
Properties=species:S:1:pos:R:3:forces:R:3:lowdin_charge:R:1
Ba -1.787 2.013 0.552 -0.1729 -0.1885 1.8049 1.711
B 1.153 2.348 3.000 -0.3628 -0.1621 -0.5613 -0.470
H 0.354 1.683 3.288 -3.6347 -2.4442 1.2477 -0.105
H 0.868 3.338 2.679 -1.5811 4.0785 -1.5335 -0.109
H 1.849 2.475 3.815 2.5001 0.4435 3.2946 -0.094
H 1.701 1.832 2.226 2.3448 -2.0202 -3.5634 -0.116
B -3.795 2.455 4.214 0.3408 -0.1030 0.0686 -0.449
H -4.583 2.804 4.864 -2.9570 1.4861 2.4188 -0.098
H -3.012 3.170 4.016 3.1714 3.4597 -0.6247 -0.118
H -3.253 1.609 4.606 1.8677 -3.5640 1.6487 -0.101
H -4.200 2.204 3.246 -1.9804 -1.3552 -4.4671 -0.136
N -6.063 1.400 -1.875 1.2251 -3.8941 -0.0079 -0.670
O -5.389 0.668 -1.122 1.3419 -0.5918 2.1018 -0.140
O -5.539 2.449 -2.196 -0.8839 2.5286 -1.1445 -0.073
O -7.062 0.822 -2.343 -0.9223 2.0893 -0.7671 -0.067
C -3.122 -1.482 -5.385 0.1860 0.5992 -0.6020 -0.109
O -2.053 -2.378 -5.143 1.6825 -0.0065 2.0568 -0.256
P -0.830 -1.949 -4.092 -0.2498 0.5367 -1.4616 0.501
O -1.110 -0.874 -3.076 0.3521 -1.7920 -1.7950 -0.269
O -0.369 -3.398 -3.595 -0.3045 0.2200 0.7216 -0.218
C -1.378 -4.190 -2.873 -0.9147 0.0220 -1.1000 -0.064
O 0.345 -1.627 -5.199 -0.4012 -0.4799 2.0320 -0.237
C 0.612 -0.282 -5.615 -1.0678 0.2046 -0.1655 -0.102
H -3.411 -1.649 -6.423 -0.3605 -0.1984 0.1485 0.087
H -2.731 -0.465 -5.369 -0.4089 0.2078 0.3780 0.081
H -3.942 -1.641 -4.685 0.0397 0.2025 -0.1050 0.099
H -1.507 -5.156 -3.361 0.4236 0.1214 -0.3833 0.086
H -2.328 -3.679 -3.028 -0.1146 -0.1111 0.4785 0.076
H -1.234 -4.439 -1.822 0.7552 0.8940 -0.0188 0.091
H 1.658 -0.120 -5.873 -0.0954 -0.4503 0.0660 0.087
H 0.307 0.459 -4.876 0.1278 -0.1614 0.2617 0.078
H -0.044 -0.144 -6.474 0.3430 0.3629 -0.3129 0.085
C -3.523 -3.966 4.478 0.0537 0.5608 -0.1611 -0.078
O -2.282 -4.364 3.811 0.9494 0.7266 0.5012 -0.244
P -1.020 -3.326 3.662 -0.6479 -0.0089 1.8631 0.495
O -1.240 -2.224 2.703 0.5398 -1.0609 0.9478 -0.239
O -0.726 -2.790 5.217 -0.7931 0.0879 -1.7733 -0.251
C -0.266 -3.639 6.288 0.3742 0.2640 -1.1454 -0.093
O 0.198 -4.379 3.379 -1.9017 1.4533 0.4559 -0.234
C 1.528 -3.879 3.351 1.3799 -0.4982 -0.7453 -0.122
H -4.352 -4.168 3.799 0.2262 -0.0120 -0.0414 0.087
H -3.556 -2.915 4.766 0.3162 0.1943 -0.4836 0.091
H -3.715 -4.469 5.425 0.5594 -0.6388 -0.1930 0.080
H 0.773 -3.347 6.441 0.2325 -0.5739 -0.0886 0.082
H -0.415 -4.653 5.917 0.3686 -0.2760 0.7564 0.083
H -0.732 -3.437 7.252 -0.6887 0.0543 -0.4210 0.086
H 2.073 -4.171 4.248 -0.1516 -0.3317 -0.0107 0.083
H 1.784 -2.829 3.207 -1.2441 0.4313 0.1145 0.098
H 1.944 -4.346 2.459 0.4070 -0.2285 0.2644 0.087
C 4.163 5.411 -3.680 -0.2267 0.1694 -1.6092 -0.108
O 3.813 4.018 -3.552 -0.2361 -0.1973 1.9149 -0.218
P 3.538 3.507 -2.033 -0.4594 -0.8758 0.7099 0.485
O 2.149 3.647 -1.494 1.9478 0.2683 -0.9948 -0.261
O 4.728 4.250 -1.217 -1.3606 -0.7884 -2.2758 -0.248
C 4.484 4.770 0.058 -0.5460 0.6253 0.9473 -0.108
O 3.983 1.942 -2.060 -1.1817 1.6994 -0.7446 -0.208
C 4.937 1.391 -1.211 1.7798 -0.7531 0.6054 -0.132
H 3.889 5.639 -4.710 0.3396 -0.0680 -0.1897 0.085
H 5.238 5.551 -3.562 -0.1853 0.0156 0.2863 0.090
H 3.563 6.149 -3.148 0.0402 -0.5226 0.8189 0.092
H 3.434 4.920 0.308 -0.2733 -0.9280 -0.1293 0.088
H 4.786 5.817 0.057 1.0726 -0.2520 0.3514 0.091
H 4.966 4.039 0.708 -0.0050 0.8899 0.7450 0.097
H 5.931 1.493 -1.646 0.1331 0.2305 -0.1032 0.088
H 4.812 0.314 -1.100 -0.6123 0.0620 -0.2205 0.092
H 5.004 1.786 -0.197 -0.4956 0.3470 -0.0666 0.086
```
Positions in Å, forces in eV/Å.

- Calculated total energy: -2646.4053 a.u.
- Orbital gap: 5.983 eV
- Net charge: -1


[3]
Density functional theory data (ωB97M-V/def2-TZVPD) for a cluster of 9 separate species, C9H35NO9 in total in a non-equilibrium geometry.

Structure (XYZ):
```
54
Properties=species:S:1:pos:R:3:forces:R:3:lowdin_charge:R:1
C -14.889 13.974 -14.614 0.0534 0.2623 -1.1036 0.017
C -15.287 14.929 -13.500 1.6479 -0.7107 3.4131 -0.469
C -14.132 14.872 -12.471 1.4830 0.5107 1.1561 -0.118
C -12.798 15.624 -12.809 -1.4925 -0.8198 -1.4918 -0.136
C -13.089 17.082 -13.224 0.3424 -0.8005 1.0533 -0.123
C -14.254 17.276 -14.217 0.9121 0.4843 -0.5905 -0.379
N -15.365 16.323 -13.899 -0.4931 0.1545 -2.0126 0.100
O -16.476 16.567 -14.661 0.4036 0.2584 0.9878 0.112
C -14.799 18.737 -14.201 0.0254 0.0368 0.1688 0.006
C -13.709 17.020 -15.703 -0.5659 -0.3867 -0.1490 0.018
C -16.509 14.436 -12.695 -1.7430 0.0600 -0.8534 -0.004
H -15.396 14.169 -15.559 -0.2368 -0.1626 -0.0391 0.097
H -15.099 12.950 -14.303 -0.0745 0.1817 0.0266 0.114
H -13.821 14.063 -14.813 -0.0552 -0.0706 0.0197 0.084
H -14.438 15.282 -11.509 -0.4572 0.2681 -0.0509 0.125
H -13.964 13.827 -12.210 0.1666 -0.1053 -0.3712 0.134
H -12.339 15.172 -13.689 0.0474 -0.3597 -0.1370 0.099
H -12.032 15.514 -12.041 -0.3854 0.3264 0.2965 0.119
H -12.130 17.368 -13.656 -0.3817 0.8092 -0.2296 0.115
H -13.270 17.645 -12.308 -0.0905 0.3378 -0.1204 0.119
H -15.183 19.034 -13.225 0.1307 -0.1582 0.1282 0.102
H -13.989 19.418 -14.464 0.3044 -0.2290 0.2328 0.096
H -15.572 18.989 -14.928 -0.0638 -0.6363 -0.0725 0.093
H -13.341 16.028 -15.965 -0.0634 -0.2496 0.6530 0.081
H -14.455 17.235 -16.468 -0.2929 0.2080 0.1859 0.091
H -12.872 17.680 -15.935 -0.1280 0.2798 0.5350 0.104
H -16.755 14.937 -11.759 0.5356 0.4548 -0.1693 0.102
H -16.505 13.375 -12.444 0.9253 -0.0305 -0.1448 0.104
H -17.417 14.481 -13.295 -0.0758 0.3157 -0.1929 0.091
H -16.203 16.182 -15.496 -0.4258 -0.1830 -1.0465 0.126
O -9.169 17.222 -12.292 -0.1184 0.0698 -0.3631 -0.017
H -9.138 16.704 -13.096 0.0432 -0.3330 -0.1711 0.076
H -8.479 17.876 -12.400 0.3948 0.2988 0.0572 0.082
O -11.007 19.772 -12.237 0.3998 0.0241 -1.0694 -0.063
H -11.832 19.731 -11.755 -0.4489 0.1490 0.7940 0.012
H -10.810 18.861 -12.454 0.2047 -0.3559 0.0056 0.016
O -9.079 21.285 -10.951 0.5862 0.2286 0.2110 -0.044
H -9.426 20.543 -11.446 -0.4028 -0.0785 -0.1039 -0.021
H -9.778 21.514 -10.339 -0.0535 0.0578 0.1538 0.019
O -10.477 21.570 -14.406 0.1539 0.2470 -0.3769 -0.047
H -11.404 21.602 -14.644 -0.1596 0.0531 -0.1656 0.017
H -10.431 20.920 -13.706 -0.1065 -0.1699 0.4060 -0.026
O -14.696 21.304 -10.163 -0.7950 -0.2164 0.4032 -0.072
H -14.120 20.556 -10.008 -0.0007 -0.2346 -0.0265 -0.033
H -14.155 21.926 -10.650 0.1858 0.3153 -0.3189 -0.031
O -12.587 19.464 -10.071 -0.7352 0.4037 -0.1049 -0.054
H -12.158 19.943 -9.362 0.1116 0.1930 0.2581 0.078
H -12.232 18.578 -10.011 0.5081 -0.5981 0.0431 0.014
O -12.839 22.654 -11.619 -0.0638 0.1628 -0.0178 -0.016
H -12.068 22.430 -11.099 0.3525 0.1258 0.0719 0.047
H -12.669 22.269 -12.479 0.1314 0.0187 -0.2966 0.043
O -10.671 17.596 -10.168 -0.5317 -0.1698 0.6673 -0.048
H -10.119 17.867 -9.434 0.1112 0.0186 0.3354 0.070
H -10.053 17.378 -10.865 0.2806 -0.2557 -0.4737 -0.021
```
Positions in Å, forces in eV/Å.

- Energy above the lowest of the compared OMol25 structures with the same formula, charge and spin: 0.0 kJ/mol
- 2S+1: 2
- Calculated total energy: -1095.4697 a.u.
- Orbital gap (alpha / beta): 9.624 / 5.273 eV
- Net charge: +1
- <S²>: 0.7545


[4]
Density functional theory data (ωB97M-V/def2-TZVPD) for a structure of composition C9H36CaN15O12 in a non-equilibrium geometry.

Structure (XYZ):
```
73
Properties=species:S:1:pos:R:3:forces:R:3:lowdin_charge:R:1
Ca -0.434 1.121 3.557 0.3065 -1.4973 -1.7612 1.602
N 0.156 -0.197 0.227 -0.5220 0.0634 -0.5246 -0.510
O -1.020 -0.356 -0.197 0.2181 0.2170 0.2850 -0.048
O 0.369 0.113 1.407 0.2100 0.0072 0.3224 -0.097
O 1.100 -0.338 -0.562 0.2195 -0.0190 0.2482 -0.021
C 2.594 2.777 -0.757 0.0853 -0.0935 1.1637 -0.184
O 2.664 2.738 -2.152 -0.3773 0.2104 -0.0259 -0.091
H 2.682 3.798 -0.381 0.4252 0.1431 -0.4989 0.069
H 1.659 2.458 -0.272 -0.2879 -0.3842 -0.6121 0.050
H 3.375 2.168 -0.291 0.1319 0.0949 0.0011 0.083
H 2.611 1.822 -2.442 0.0622 -0.0092 -0.0349 0.048
C -1.259 1.221 -3.298 1.1130 0.1778 1.3631 -0.094
O 0.138 0.898 -3.134 -0.3416 -0.0693 -0.1828 -0.160
H -1.349 2.239 -2.911 -0.4798 0.2245 -0.6128 0.078
H -1.536 1.093 -4.338 -0.0879 0.0899 0.0412 0.090
H -1.830 0.595 -2.608 -0.3013 -0.2852 -0.4480 0.056
H 0.287 0.772 -2.189 0.1148 -0.1230 -0.0249 0.032
C 0.163 3.967 1.635 -0.3835 0.3176 -0.7264 -0.631
O 0.456 2.929 2.253 -0.5039 0.1873 0.4232 -0.114
N 0.950 5.060 1.614 0.4839 -1.0648 0.7474 0.191
N -0.919 4.113 0.817 -0.3800 -0.0275 0.2222 0.199
H 1.833 4.923 2.081 0.0232 0.6555 -0.0741 0.129
H 0.593 5.943 1.309 0.3997 0.2299 -0.0205 0.117
H -1.074 5.026 0.427 0.0505 0.0174 -0.1665 0.111
H -1.769 3.594 0.939 0.2597 -0.3666 0.1460 0.065
C 1.023 -2.538 -4.089 -0.9605 -0.8946 0.2557 -0.689
O 0.954 -3.614 -4.663 0.4968 0.4783 -0.0127 0.030
N 0.948 -2.475 -2.714 0.1918 -0.4751 1.3481 0.145
N 1.032 -1.326 -4.673 0.5187 0.3684 -0.4360 0.164
H 1.067 -3.351 -2.232 -0.0153 -0.1735 -0.3739 0.097
H 1.121 -1.692 -2.099 -0.0893 0.3221 -0.6295 0.035
H 0.829 -0.504 -4.117 -0.0790 0.1068 -0.3172 0.051
H 1.072 -1.303 -5.676 -0.1104 0.0913 0.0469 0.113
C -3.321 -3.506 -1.228 0.0090 -0.9547 -0.0194 -0.688
O -4.169 -4.377 -1.345 -0.2639 0.8193 0.1009 0.029
N -3.532 -2.174 -1.009 -0.2581 0.9547 0.1711 0.144
N -2.000 -3.819 -1.260 0.0870 -0.0151 0.1460 0.163
H -4.429 -1.724 -1.029 -0.2224 -0.5453 -0.2441 0.104
H -2.744 -1.553 -0.934 0.1252 -0.1171 -0.1089 0.046
H -1.295 -3.125 -1.092 0.2271 -0.2040 -0.2104 0.070
H -1.802 -4.799 -1.354 0.2909 0.1118 -0.0536 0.113
C 4.946 -0.481 -1.916 0.3439 -0.0995 -1.8461 -0.684
O 6.123 -0.195 -2.029 -0.2869 0.2344 0.5441 0.043
N 4.086 -0.425 -2.997 -0.3214 0.4594 0.0946 0.159
N 4.366 -0.976 -0.799 -0.2428 -0.3406 1.2111 0.154
H 4.367 0.086 -3.814 0.2797 -0.1912 0.0061 0.108
H 3.180 -0.861 -3.025 0.0619 -0.1056 0.0896 0.056
H 3.365 -0.953 -0.699 -0.0401 0.1472 -0.0088 0.053
H 4.905 -0.885 0.046 0.0582 -0.0332 -0.0960 0.100
C 2.351 -1.170 4.078 -0.4094 -0.1579 0.3992 -0.640
O 1.401 -0.377 4.219 -0.2001 0.6292 0.2185 -0.113
N 3.067 -1.677 5.104 0.2743 -0.4016 -0.0924 0.182
N 2.712 -1.610 2.866 -0.6569 0.7606 -0.9618 0.196
H 2.737 -1.678 6.053 -0.2015 0.2445 -0.1016 0.119
H 3.618 -2.471 4.825 0.2415 -0.0417 0.4891 0.110
H 3.469 -2.228 2.642 0.1031 0.0263 0.2087 0.119
H 2.239 -1.109 2.124 0.1279 -0.2662 -0.2056 0.091
C -3.208 1.910 1.468 -0.0969 -0.4969 0.4682 -0.675
O -2.403 1.477 2.312 -0.0188 0.8666 0.0756 -0.132
N -4.223 2.736 1.787 -0.6181 0.8806 0.2005 0.191
N -3.156 1.542 0.178 0.1184 0.1423 0.6124 0.203
H -4.346 3.153 2.694 0.3614 -0.3751 0.1782 0.123
H -4.846 3.115 1.095 0.0527 -0.1797 -0.1489 0.116
H -2.383 0.925 -0.073 -0.0768 0.0247 -0.4249 0.071
H -3.867 1.927 -0.415 0.2841 -0.3777 -0.6405 0.122
C -2.620 -1.662 3.054 0.2246 -1.1433 -1.3748 -0.615
O -1.675 -0.892 3.255 0.0919 0.3243 1.3966 -0.121
N -2.937 -2.745 3.808 0.3344 0.8269 0.1378 0.184
N -3.337 -1.605 1.901 0.1959 0.6540 1.2339 0.190
H -3.743 -3.267 3.522 0.0526 -0.3846 0.4161 0.110
H -2.317 -3.036 4.541 -0.1859 -0.1333 0.0380 0.117
H -3.232 -0.750 1.388 -0.0470 -0.3313 -0.5189 0.063
H -3.832 -2.417 1.588 -0.1897 0.2688 -0.5112 0.103
```
Positions in Å, forces in eV/Å.

- Energy above the lowest of the compared OMol25 structures with the same formula, charge and spin: 32.9 kJ/mol
- Calculated total energy: -2766.4619 a.u.
- Orbital gap: 7.563 eV
- Net charge: +1